# 1
Computed, not measured: one molecule with the formula C5H9NO, with ωB97M-V with the def2-TZVPD basis set.

XYZ file:
```
16
Properties=species:S:1:pos:R:3:forces:R:3
N -1.668 0.179 0.225 0.030 -2.047 -0.596
H 0.264 -0.030 2.202 -0.031 -0.007 -0.019
C 0.907 0.096 1.332 -0.455 -0.332 -0.177
C -1.025 1.319 0.197 1.766 -0.510 0.147
C 0.101 0.368 0.087 0.618 2.877 0.522
H -0.134 -1.821 -0.341 0.450 0.786 0.013
H 0.194 0.547 -2.060 0.045 0.029 -0.057
H -1.617 -1.921 0.512 -0.244 0.043 -0.181
C 0.866 0.445 -1.210 -0.483 -0.846 -0.044
H 1.507 -0.428 -1.353 -0.006 -0.090 -0.090
H 1.546 0.960 1.520 0.036 0.005 -0.093
H 1.535 -0.789 1.217 0.052 -0.029 0.018
C -1.114 -1.345 -0.260 -1.453 0.390 0.332
O -1.247 2.505 0.323 -0.255 -0.144 -0.017
H -1.626 -1.410 -1.215 0.067 -0.194 0.093
H 1.510 1.326 -1.175 -0.137 0.069 0.150
```
Forces are in eV/Å.

DFT total energy ... -8864.317 eV
Frontier orbital gap ... 9.26 eV
Energy above the lowest of the compared OMol25 structures with the same formula, charge and spin ... 112.89 kcal per mole

=====

# 2
Computed, not measured: C13H17Br15O4 as an isolated structure, with ωB97M-V with the def2-TZVPD basis set.

XYZ file:
```
49
Properties=species:S:1:pos:R:3:forces:R:3
Br -4.563 19.965 5.692 -0.879 -0.670 -1.838
Br 1.692 21.229 1.682 -0.790 1.376 0.164
H -0.154 19.631 7.437 -0.132 -0.409 0.157
Br -3.285 18.510 3.131 -1.066 0.243 0.231
H 1.765 18.058 8.135 -0.310 0.270 0.580
H -0.535 22.494 2.070 0.573 0.485 0.158
H 3.488 20.083 8.942 0.003 0.286 -0.524
C 0.801 19.624 6.911 0.169 2.180 0.789
H -3.992 17.140 15.467 0.259 -0.537 -0.241
H 2.772 18.832 7.052 0.123 0.198 -0.326
C -2.872 17.302 13.504 0.497 0.866 -0.943
H 1.868 20.197 9.596 -0.038 -0.310 0.160
Br -0.365 23.804 13.391 -0.443 -0.173 -0.005
O -2.241 18.828 11.618 -1.427 0.267 3.294
C 0.260 22.585 1.331 0.255 -0.757 -2.065
H -0.250 26.733 5.544 -0.348 -0.261 0.458
O 2.072 21.324 7.960 1.333 1.036 0.514
Br -2.152 27.297 4.140 -0.286 -0.253 -0.012
C -3.676 19.101 14.830 0.026 0.270 -0.652
H 4.180 24.888 5.163 0.124 0.371 0.093
C -3.949 17.659 14.509 -0.493 -0.586 0.829
H -4.961 17.623 14.105 0.120 -0.339 -0.392
Br 4.453 27.172 6.054 0.522 -0.498 -0.148
H 0.600 19.329 5.881 0.466 -0.169 0.191
Br 0.311 23.604 16.610 0.074 0.042 -1.026
C 0.949 23.648 14.736 0.876 -0.584 0.704
Br -0.612 21.931 -0.355 0.067 0.129 0.742
Br 0.827 24.428 0.841 -0.111 -1.240 1.067
C 1.944 19.052 7.725 0.801 -1.909 -0.820
Br 5.909 25.562 3.640 0.424 0.210 0.063
Br -2.135 26.094 7.170 0.296 0.097 -0.599
C 2.434 20.136 8.666 -1.496 -0.256 0.325
O 0.744 22.059 6.331 0.874 -1.687 1.154
C 5.087 25.460 5.357 -1.355 -0.636 0.160
C -5.032 19.174 3.830 1.651 0.951 0.352
Br -0.869 28.910 6.491 0.100 0.156 0.158
Br 2.114 22.021 14.438 -0.726 1.236 0.144
H -2.902 19.214 15.589 -0.270 0.209 0.263
Br -5.771 20.503 2.549 0.365 -1.014 1.206
C 1.195 21.131 6.997 -1.818 0.824 -2.237
Br 5.971 24.316 6.648 0.241 0.528 -0.165
H -2.966 16.470 12.806 -0.842 0.237 -0.058
H -4.602 19.651 14.995 0.262 0.017 0.694
H 1.544 24.558 14.647 0.211 -0.543 0.175
H -5.671 18.299 3.952 -0.037 0.506 0.046
C -2.712 18.668 12.747 0.662 -0.564 -1.001
C -1.223 27.143 5.814 0.261 0.230 -0.007
H -1.880 17.077 13.895 0.044 0.338 0.712
O -3.173 19.652 13.624 1.188 -0.161 -2.521
```
Forces are in eV/Å.

DFT total energy ... -1072580.556 eV
Frontier orbital gap ... 9.38 eV
Energy above the lowest of the compared OMol25 structures with the same formula, charge and spin ... 58.34 kcal per mole

=====

# 3
Computed, not measured: C18H37O3P3Pd as an isolated structure, with ωB97M-V with the def2-TZVPD basis set.

XYZ file:
```
62
Properties=species:S:1:pos:R:3:forces:R:3
C -1.414 -3.189 0.322 0.540 0.087 0.223
H -1.620 -4.272 0.226 -0.134 0.441 0.147
O 0.856 0.792 1.155 0.407 -0.091 0.800
H -2.874 2.785 -0.417 -0.185 0.668 -0.010
H -2.621 -2.809 3.230 -0.245 0.035 -0.361
H 1.023 -2.060 -2.555 -0.165 0.108 -0.681
H -3.110 4.541 -0.001 0.654 -0.273 -0.171
H 3.198 -2.101 -0.765 0.122 0.008 0.585
H 0.879 -3.682 2.857 0.022 0.585 -0.044
H 4.780 0.442 2.777 -0.433 -0.992 0.330
H 1.315 1.909 -4.246 -0.124 -0.491 -0.248
C 4.188 -0.509 2.667 0.525 0.045 0.328
C 0.724 1.010 -4.048 0.764 1.520 -2.016
C -0.741 4.396 1.440 1.405 -1.571 0.351
H 1.566 -1.410 3.823 -0.424 -0.294 0.220
Pd -0.161 0.494 -2.241 -0.696 3.250 7.730
H -1.075 -2.813 -0.661 -0.374 -0.074 0.467
H -1.514 5.147 1.652 0.092 -0.155 -0.444
C -4.114 -2.451 -0.427 -0.566 0.210 0.010
H 3.343 -0.556 3.415 1.071 0.077 -0.868
C -0.670 1.061 -4.179 -0.591 1.572 -2.151
C -2.534 3.823 -0.618 0.142 -1.743 -0.912
C 1.335 -0.143 -3.526 1.626 -0.340 -0.540
H -1.448 -1.987 -2.834 0.159 0.162 -0.531
C -0.245 5.425 -1.165 1.476 -1.226 -0.959
H -3.634 -2.522 -1.420 -0.029 0.052 0.587
H -0.920 3.478 2.021 -0.066 0.477 0.225
C -1.456 -0.033 -3.779 -1.417 -0.244 -0.760
H -1.165 1.979 -4.504 0.238 -0.368 -0.138
H 0.807 5.610 -0.914 -0.216 0.285 -0.141
H -0.865 6.286 -0.895 -0.228 -0.370 0.296
H -0.609 -3.038 1.068 -0.324 -0.162 -0.308
C 1.917 0.360 0.911 0.697 -0.497 -1.964
P 3.564 -0.462 0.982 -0.523 -0.282 0.618
H -3.806 -3.906 2.441 0.083 0.298 -0.047
C 0.559 -1.241 -3.115 0.355 -2.382 -0.384
H -0.305 5.226 -2.244 0.010 0.383 0.182
H 4.237 -2.693 0.587 -0.331 0.247 -0.100
H 4.061 0.614 -1.104 0.250 -0.094 0.400
P -0.719 3.878 -0.309 -2.761 3.753 1.104
C 0.585 -1.841 3.565 -0.056 -0.085 0.141
C 3.324 -2.124 0.334 -0.635 -0.129 -0.185
H 4.943 1.359 0.283 0.002 -0.214 -0.278
H 2.446 -2.594 0.813 0.422 0.106 -0.116
H -4.725 -3.356 -0.271 0.159 0.270 0.016
H -2.547 0.067 -3.736 0.437 -0.114 -0.253
H 0.119 -2.337 4.433 0.300 0.499 -0.187
C -0.841 -1.186 -3.264 -0.363 -2.516 -0.128
C -2.361 -0.570 0.945 -0.451 -2.238 -0.426
H 2.408 -0.122 -3.331 -0.265 -0.109 -0.151
H -2.673 4.015 -1.690 -0.203 0.024 0.290
P -2.892 -2.326 0.891 0.691 1.052 -0.708
H -4.775 -1.571 -0.415 0.066 -0.374 0.028
H 0.260 4.769 1.681 -0.245 0.069 0.231
H -4.272 -2.218 2.842 0.233 -0.231 -0.131
O 0.730 -2.788 2.495 0.147 -0.365 -0.004
O -1.950 0.523 0.964 0.062 0.487 0.051
H 5.515 -0.189 -0.423 -0.340 0.058 0.286
C -3.446 -2.864 2.499 -0.254 -0.162 0.342
C 4.623 0.411 -0.176 -0.101 0.656 0.059
H -0.050 -1.015 3.207 0.090 -0.350 0.143
H 4.847 -1.423 2.746 -0.505 1.055 0.159
```
Forces are in eV/Å.

DFT total energy ... -56706.622 eV
Frontier orbital gap (alpha / beta) ... 6.68 / 5.58 eV
Spin multiplicity ... 5
Charge ... +4
Energy above the lowest of the compared OMol25 structures with the same formula, charge and spin ... 13.51 kcal per mole
<S²> ... 6.012

=====

# 4
Computed, not measured: a 2-piece molecular cluster, CH6OS2 overall, with ωB97M-V with the def2-TZVPD basis set.

XYZ file:
```
10
Properties=species:S:1:pos:R:3:forces:R:3
H 2.037 -1.859 2.364 0.158 0.084 0.065
H -0.085 -0.470 1.274 0.094 -0.046 0.186
O 1.351 -1.619 2.991 -0.280 -0.126 -0.013
H -0.799 1.076 1.825 0.152 0.051 -0.012
S -0.145 1.185 -0.483 -0.170 -0.094 0.035
H 0.647 -1.025 -1.412 -0.004 -0.215 -0.293
H 1.701 -0.912 3.537 0.163 0.022 -0.050
S -0.413 -0.335 -1.861 0.222 0.245 0.408
H -1.736 -0.024 0.821 -0.341 -0.152 -0.007
C -0.744 0.348 1.016 0.005 0.231 -0.321
```
Forces are in eV/Å.

DFT total energy ... -24852.193 eV
Frontier orbital gap ... 9.45 eV
Energy above the lowest of the compared OMol25 structures with the same formula, charge and spin ... 0.75 kcal per mole

=====

# 5
Computed, not measured: a 2-piece molecular cluster, C3H9NO3 overall, with ωB97M-V with the def2-TZVPD basis set.

XYZ file:
```
16
Properties=species:S:1:pos:R:3:forces:R:3
H 1.470 0.890 1.239 0.476 0.054 -0.060
H 1.501 -1.136 -0.313 0.749 -0.872 -1.047
H -2.833 0.294 -1.070 0.019 0.687 0.234
N -0.349 0.237 0.503 -4.582 2.158 -0.268
H 3.590 0.538 -1.251 -0.453 -0.425 0.549
O -2.841 1.262 -0.914 -2.973 0.200 -1.558
H 1.027 1.693 -0.314 -0.819 0.019 0.962
C -0.727 -1.108 0.698 -1.395 0.693 1.509
H 1.513 0.153 -1.672 -0.293 -0.820 -0.658
O 3.208 0.078 -0.480 -0.366 -0.135 -0.597
H -1.192 1.118 0.503 2.973 -4.041 0.259
H 0.032 -1.841 0.426 0.312 0.130 -0.096
H -3.763 1.551 -1.324 2.985 -0.868 1.390
C 0.983 0.759 0.278 0.971 -0.441 -1.365
O -1.773 -1.562 1.212 1.947 1.817 -1.583
C 1.801 -0.177 -0.692 0.449 1.844 2.327
```
Forces are in eV/Å.

DFT total energy ... -10887.709 eV
Frontier orbital gap ... 10.08 eV
Energy above the lowest of the compared OMol25 structures with the same formula, charge and spin ... 66.24 kcal per mole

=====

# 6
Computed, not measured: a 2-piece molecular cluster, C5H14S overall, with ωB97M-V with the def2-TZVPD basis set.

XYZ file:
```
20
Properties=species:S:1:pos:R:3:forces:R:3
H 2.066 -1.274 1.920 -0.218 0.371 -0.190
H -2.368 0.596 -2.913 0.344 0.383 0.274
H 0.228 1.929 1.203 -0.606 -0.386 -0.789
H 1.740 -2.903 1.421 -0.186 -0.656 -0.382
C -0.423 -0.027 2.096 -0.970 2.081 0.493
C 0.593 1.100 1.791 1.499 0.487 0.162
H -1.421 1.563 -3.960 0.568 0.335 1.355
H 0.988 1.698 2.627 -0.440 -0.957 0.545
H 0.583 0.605 -2.740 0.307 -1.063 -0.047
H -1.255 1.669 -2.030 -0.141 0.620 -0.656
C 1.295 -2.043 1.874 0.312 0.094 0.603
C -1.369 1.084 -2.946 -1.608 -1.755 -1.125
H 1.012 -2.225 2.915 0.126 -0.306 0.134
C -0.307 -0.032 -2.903 0.259 2.421 1.487
H -0.573 -0.101 3.197 0.444 -0.921 -0.637
H -0.192 -0.571 -3.808 -0.054 -0.783 -0.608
H -1.380 0.357 1.766 -0.422 -0.135 -0.164
H 1.502 0.717 1.328 -0.096 0.064 -0.257
S -0.219 -1.511 1.159 0.552 0.272 0.427
H -0.501 -0.632 -1.995 0.329 -0.166 -0.625
```
Forces are in eV/Å.

DFT total energy ... -16237.792 eV
Frontier orbital gap (alpha / beta) ... 10.68 / 5.58 eV
Spin multiplicity ... 2
Charge ... +1
Energy above the lowest of the compared OMol25 structures with the same formula, charge and spin ... 17.91 kcal per mole
<S²> ... 0.753

=====

# 7
Computed, not measured: an isolated ion of composition C10H11Cl2O2 and charge -1, with ωB97M-V with the def2-TZVPD basis set.

XYZ file:
```
25
Properties=species:S:1:pos:R:3:forces:R:3
C -1.948 -1.175 1.834 2.280 -1.115 -3.525
C 1.666 -0.992 -0.844 0.056 -0.793 -1.754
C 0.798 2.117 -1.193 -1.400 -1.315 1.631
Cl -1.406 -2.063 -1.406 -0.059 0.529 -0.210
H -1.691 -2.065 1.177 -0.590 1.053 1.106
O 0.002 3.075 -1.101 0.388 0.709 -0.826
C -1.629 0.577 -2.066 0.414 -1.005 0.999
H 1.291 0.508 2.132 0.088 -1.477 0.478
H 0.378 1.883 0.922 0.521 -1.805 -1.297
O 1.688 1.797 -1.977 0.350 0.332 -0.505
C 0.949 -0.273 0.233 0.286 1.094 1.109
C -0.497 0.025 0.066 -1.363 1.027 3.383
H 2.403 -0.765 1.533 1.774 -0.446 0.594
H -1.507 1.643 -1.918 0.144 0.011 0.067
C -1.401 -0.038 1.414 0.810 -2.572 -2.700
H 1.308 -0.588 -1.869 0.793 -0.961 1.623
H -2.506 -1.323 2.677 -1.368 -0.068 2.007
C -1.165 -0.277 -1.140 -1.864 -0.314 -2.593
Cl -1.620 1.351 2.260 -0.466 2.416 1.377
C 1.399 -0.504 1.665 -1.084 1.150 -1.218
H 2.747 -0.821 -0.759 -0.201 0.230 -0.188
H 0.805 -1.322 2.024 -0.027 -0.271 1.067
C 0.485 1.135 0.039 0.858 2.564 -0.060
H -2.091 0.212 -2.961 -0.202 -0.144 -0.271
H 1.541 -2.116 -0.741 -0.138 1.170 -0.294
```
Forces are in eV/Å.

DFT total energy ... -39687.388 eV
Frontier orbital gap ... 7.41 eV
Charge ... -1
Energy above the lowest of the compared OMol25 structures with the same formula, charge and spin ... 0.00 kcal per mole

=====

# 8
Computed, not measured: a 2-piece molecular cluster, C4H12N4 overall, with ωB97M-V with the def2-TZVPD basis set.

XYZ file:
```
20
Properties=species:S:1:pos:R:3:forces:R:3
H -1.430 0.722 2.102 0.043 -0.039 -0.050
H 0.744 -1.573 -0.927 -0.025 0.040 0.044
H 2.272 -0.818 -1.376 -0.029 0.033 0.001
C 1.189 -0.710 -1.412 0.006 0.014 0.059
C 0.707 -0.284 1.462 -0.304 0.083 -0.339
C 0.812 0.584 -0.750 -0.010 0.214 -0.090
H 0.885 -0.688 -2.467 0.014 0.029 0.063
C -1.318 -0.228 0.307 0.077 0.006 -0.144
H -1.391 -1.540 -1.106 0.028 0.046 0.023
H -1.146 0.874 -1.503 0.103 -0.077 0.149
H 0.214 -1.059 2.051 0.006 0.009 0.059
N -0.657 0.809 -0.594 -0.007 -0.151 0.062
H -2.752 -0.195 1.677 0.051 -0.013 -0.039
N -1.750 -1.328 -0.183 0.105 0.255 0.083
H 2.434 1.550 -0.975 -0.054 -0.040 -0.013
H 1.725 -0.608 1.239 0.029 0.004 -0.001
H 0.756 0.664 2.004 0.023 -0.002 0.065
H -0.732 1.727 -0.152 0.012 -0.051 0.024
N 1.456 1.685 -0.737 -0.188 -0.324 0.078
N -2.020 0.416 1.339 0.120 -0.036 -0.033
```
Forces are in eV/Å.

DFT total energy ... -10299.207 eV
Frontier orbital gap ... 7.57 eV
Energy above the lowest of the compared OMol25 structures with the same formula, charge and spin ... 93.74 kcal per mole

=====

Q: energy above the lowest of the compared OMol25 structures with the same formula, charge and spin of number 8 (C4H12N4)?
A: 93.74 kcal per mole